# C19H31ClO7S2

A cluster of 3 separate species, C19H31ClO7S2 in total at a distorted geometry (the ωB97M-V functional and the def2-TZVPD basis, the OMol25 dataset).

```
60
Properties=species:S:1:pos:R:3:forces:R:3:nbo_charge:R:1
C 1.23165 0.64862 0.64141 -0.77 -0.42 -0.14 -0.64
C 0.01040 -0.33879 1.06704 0.85 -0.36 0.36 -0.21
C -0.54058 -1.20842 -0.18018 0.75 -0.10 1.03 -0.65
C -1.13890 0.38180 1.91455 -0.49 0.04 -0.30 -0.44
C -1.97310 1.48674 1.12810 -3.27 0.60 -0.28 -0.07
C -3.39540 1.55482 1.12388 1.68 0.20 0.16 -0.05
C -4.42144 0.56622 1.87975 1.20 -0.30 -0.77 -0.47
C -4.68628 -0.67253 0.88405 -0.42 0.61 -0.94 -0.15
C -5.75859 -0.36327 -0.26722 0.05 -0.30 -0.76 -0.66
Cl -5.31131 -2.18037 1.78798 0.68 1.13 -0.40 -0.10
C -3.87424 2.81432 0.27734 -1.97 -0.80 0.77 0.77
O -5.06904 3.11286 0.06290 5.02 -0.58 0.46 -0.53
O -2.70332 3.51015 -0.12964 -0.92 -1.89 0.73 -0.51
C -1.53973 2.73806 0.25259 2.33 0.90 -0.64 0.77
O -0.43813 3.16001 -0.13105 -3.95 -1.74 1.63 -0.52
H 2.22571 0.12603 0.89751 -1.51 0.92 -0.60 0.23
H 1.10573 0.80246 -0.49627 0.61 0.07 1.85 0.22
H 1.17337 1.65957 1.19539 0.13 -1.66 -0.97 0.21
H 0.49437 -1.11214 1.77911 -0.99 1.19 -0.96 0.21
H -1.16539 -2.06487 0.27655 0.62 1.36 -0.94 0.21
H 0.35680 -1.72843 -0.69425 -1.85 1.63 1.23 0.25
H -1.11637 -0.58432 -0.94248 0.66 -0.81 1.04 0.20
H -0.76531 0.83421 2.90981 -0.28 -0.56 -1.72 0.24
H -1.89892 -0.43111 2.23008 1.11 1.33 -0.60 0.23
H -3.87232 0.15354 2.79096 -0.85 0.69 -1.15 0.24
H -5.38137 1.08488 2.20744 1.33 -0.65 -0.66 0.26
H -3.70590 -0.97960 0.35826 -1.48 0.43 1.21 0.23
H -5.83079 0.74099 -0.56214 0.32 -1.49 0.65 0.24
H -5.42409 -0.94281 -1.20258 -0.58 0.85 1.34 0.22
H -6.81687 -0.73094 -0.02998 1.64 0.58 -0.01 0.24
O 4.72378 2.07205 3.02337 0.21 0.23 0.09 -0.94
S 5.05373 3.41130 2.59282 0.26 0.10 -0.04 2.17
O 6.20168 4.12472 3.10534 -0.19 -0.40 0.11 -0.94
C 5.10837 3.43505 0.80962 -0.06 -0.01 -0.50 -0.68
C 3.67650 3.74533 0.39320 -0.16 -0.09 -0.04 -0.41
C 3.19820 4.84750 1.34013 -0.10 0.18 -0.15 -0.40
C 3.59774 4.43842 2.75929 -0.48 0.36 0.07 -0.68
H 5.46659 2.47625 0.43570 0.07 0.04 0.19 0.26
H 5.78823 4.23469 0.50730 0.00 -0.08 0.11 0.24
H 3.62123 4.05664 -0.65181 -0.01 -0.06 0.09 0.23
H 3.04958 2.85614 0.51545 0.08 0.07 -0.07 0.22
H 3.68726 5.79117 1.07722 -0.03 -0.08 0.03 0.21
H 2.12000 5.00534 1.26436 0.10 -0.02 0.01 0.23
H 3.83584 5.30531 3.37639 0.08 -0.22 0.06 0.25
H 2.81821 3.84368 3.23859 0.17 -0.05 -0.01 0.25
O 0.80902 -3.77147 -0.75967 0.15 -0.06 -0.26 -0.94
S 0.71506 -3.54679 -2.18393 0.23 -0.28 -0.53 2.17
O 0.78477 -2.22460 -2.76451 0.08 -0.21 0.26 -0.94
C 1.90517 -4.59635 -2.99912 0.30 -0.36 -0.19 -0.67
C 1.15462 -5.89968 -3.23995 -0.04 -0.16 0.07 -0.41
C -0.23854 -5.49314 -3.72506 -0.02 -0.12 -0.21 -0.40
C -0.74187 -4.38482 -2.79792 -0.51 -0.25 -0.20 -0.68
H 2.78661 -4.71783 -2.37004 -0.10 0.18 0.04 0.26
H 2.17900 -4.11964 -3.94294 -0.04 0.05 0.11 0.24
H 1.66940 -6.53008 -3.96768 -0.03 0.05 0.08 0.23
H 1.07034 -6.46203 -2.30441 0.06 0.05 -0.07 0.22
H -0.17103 -5.11390 -4.74984 0.00 -0.03 0.09 0.21
H -0.92657 -6.34130 -3.73463 0.04 0.11 0.00 0.23
H -1.37245 -3.67102 -3.32893 0.10 0.07 0.21 0.26
H -1.28207 -4.79356 -1.94222 0.13 0.12 0.01 0.25
```
Positions in Å, forces in eV/Å.

Output
SMILES: CC(C)CC1=C(C[C@H](C)Cl)C(=O)OC1=O.O=S1(=O)CCCC1.O=S1(=O)CCCC1
DFT total energy: -68728.2061 eV
energy above the lowest of the compared OMol25 structures with the same formula, charge and spin: 65.6 kcal/mol
net charge: 0


# C37H40Cl2P2Tc

A structure of composition C37H40Cl2P2Tc at a distorted geometry (the ωB97M-V functional and the def2-TZVPD basis, the OMol25 dataset).

```
82
Properties=species:S:1:pos:R:3:forces:R:3:mulliken_spin:R:1
Tc -0.15750 -0.34937 0.97729 -0.70 0.44 0.09 0.03
C 2.16906 -4.58000 0.81972 0.03 0.03 0.03 0.00
C 0.98698 -3.81262 0.18855 -0.04 0.03 -0.07 0.01
C -0.21251 -4.73826 0.02854 -0.01 0.00 0.02 0.00
C 0.72783 -2.62732 1.08096 0.07 -0.03 -0.08 -0.01
C 1.70495 -1.60681 1.23406 0.02 0.14 0.08 0.00
C 1.66271 -0.71969 2.34164 0.29 0.10 -0.20 0.00
C 0.60368 -0.74785 3.26661 -0.01 -0.05 0.29 0.02
C 0.63907 0.02004 4.54797 -0.03 0.05 -0.16 0.00
C -0.50905 -1.54358 2.91591 -0.12 -0.09 -0.08 0.01
C -0.42496 -2.50285 1.87265 0.01 0.07 0.16 -0.01
H 2.38544 -5.45680 0.21117 -0.01 0.01 -0.01 0.00
H 1.91740 -4.92688 1.82299 0.00 -0.01 0.01 0.00
H 3.07804 -3.98046 0.87468 0.00 -0.01 0.00 0.00
H 1.30992 -3.44326 -0.78852 0.00 0.01 0.02 0.00
H -0.43346 -5.25918 0.96246 -0.01 0.00 0.00 0.00
H 0.01697 -5.50260 -0.71221 0.00 0.00 0.01 0.00
H -1.11137 -4.21881 -0.30504 0.00 -0.01 0.00 0.00
H 2.56952 -1.60526 0.58314 0.03 0.06 -0.01 0.00
H 2.48926 -0.04031 2.50870 0.03 0.04 -0.08 0.00
H 1.38687 0.81138 4.54036 0.01 -0.01 -0.02 0.00
H 0.91798 -0.67883 5.34277 0.02 -0.06 0.01 0.00
H -0.33738 0.42270 4.81575 -0.02 -0.01 0.00 0.00
H -1.39923 -1.51240 3.53356 -0.02 -0.01 0.01 0.00
H -1.25601 -3.17687 1.71298 -0.03 -0.02 -0.01 0.00
C 0.76428 1.97615 -1.57072 -0.25 -0.17 0.11 0.00
C 0.72535 0.63248 -2.29030 -0.14 0.15 0.04 0.04
P -0.40912 -0.50749 -1.40823 0.73 0.00 0.03 0.05
C -0.38485 -2.02708 -2.38069 -0.20 0.06 0.04 0.04
C -1.54621 -2.80430 -2.46609 -0.04 -0.02 -0.01 0.03
C -1.57757 -3.92811 -3.27432 -0.04 0.00 0.00 -0.01
C -0.44837 -4.29021 -3.99875 -0.01 -0.01 0.00 0.01
C 0.71329 -3.52973 -3.91246 -0.02 0.01 0.02 0.01
C 0.74844 -2.39853 -3.11217 0.10 0.11 -0.03 -0.01
C -2.08851 0.13961 -1.80462 -0.24 -0.25 0.38 0.26
C -2.43839 0.49343 -3.08185 -0.53 0.31 -0.71 -0.09
C -3.75690 0.93004 -3.40368 1.07 -0.35 -0.54 0.26
C -4.64311 1.21595 -2.40700 -0.52 0.23 0.96 0.19
C -4.27488 1.13683 -0.95907 -0.14 -0.20 -0.25 0.06
C -3.18629 0.06653 -0.80631 0.14 0.05 0.16 0.07
P 0.93245 1.71394 0.23810 1.80 0.22 0.09 -0.04
C -0.00493 2.98646 1.09873 -0.15 -0.37 -0.18 0.00
C -0.23268 2.83986 2.47169 -0.06 -0.13 0.16 0.00
C -0.88998 3.83283 3.18149 -0.03 0.02 0.05 0.00
C -1.30612 4.98679 2.53019 -0.01 -0.08 0.15 0.00
C -1.07645 5.14444 1.16778 0.09 -0.07 -0.15 0.00
C -0.43899 4.14779 0.44604 -0.12 0.01 -0.12 -0.01
C 2.70613 1.95665 0.63760 0.36 0.00 0.23 0.01
C 3.70625 1.18917 -0.04612 -1.91 0.60 0.49 0.00
C 5.02513 1.41521 0.19494 1.29 1.41 1.38 0.00
C 5.40383 2.41704 1.14890 -1.25 -0.20 -0.20 0.00
C 4.41265 3.17676 1.84427 2.16 -0.86 -0.75 0.00
C 3.09247 2.94603 1.59805 -1.44 -1.08 -1.16 0.00
H -0.17847 2.50852 -1.70661 -0.07 0.02 -0.14 -0.01
H 1.56447 2.61663 -1.94598 0.03 -0.05 0.12 0.00
H 1.70657 0.15390 -2.29526 0.00 0.00 0.05 0.00
H 0.43112 0.73789 -3.33516 0.01 -0.04 -0.03 0.00
H -2.43536 -2.54190 -1.90402 -0.03 -0.03 0.03 0.00
H -2.48013 -4.52047 -3.34355 -0.01 0.00 0.00 0.00
H -0.47340 -5.16365 -4.63703 0.00 -0.01 0.00 0.00
H 1.58874 -3.81351 -4.48104 0.02 0.01 0.01 0.00
H 1.66305 -1.82046 -3.07713 -0.01 0.00 0.00 0.00
H -1.71545 0.41944 -3.88697 -0.01 -0.01 -0.01 -0.01
H -4.03130 1.08062 -4.44014 0.00 0.01 -0.06 0.00
H -5.62586 1.60724 -2.64915 -0.06 0.01 -0.02 -0.01
H -5.15446 0.84803 -0.38048 -0.04 0.02 0.00 0.00
H -3.67103 -0.91379 -0.88477 0.01 -0.01 -0.10 0.03
H 0.14978 1.97351 2.99741 0.03 0.01 0.02 0.00
H -1.05742 3.72085 4.24463 0.01 0.01 0.00 0.00
H -1.79850 5.77368 3.08646 0.00 0.00 0.01 0.00
H -1.37765 6.05775 0.67175 0.03 0.01 -0.01 0.00
H -0.24041 4.31344 -0.60538 0.01 0.00 0.01 0.00
H 3.41840 0.44336 -0.77572 -0.05 -0.08 -0.10 0.00
H 5.79302 0.86034 -0.32894 -0.01 0.03 0.04 0.00
H 6.45585 2.60419 1.33857 -0.13 -0.02 -0.03 0.00
H 4.71909 3.94170 2.54700 0.01 -0.06 -0.03 0.00
H 2.33628 3.53633 2.09939 0.02 0.01 0.00 0.00
Cl -2.50704 -0.01423 0.89574 -0.02 -0.10 0.01 0.00
C -3.88933 2.58043 -0.54362 0.03 0.20 0.14 0.06
Cl -3.95735 2.81683 1.20928 0.00 -0.05 -0.13 0.01
H -4.59621 3.28142 -0.98298 0.00 0.04 -0.02 0.00
H -2.88814 2.82923 -0.89844 0.02 -0.01 0.00 -0.01
```
Positions in Å, forces in eV/Å.

Output
multiplicity: 2
DFT total energy: -84798.5732 eV
net charge: +4


Q: net charge of number 1 (C19H31ClO7S2)?
A: 0


Q: The lowest DFT total energy belongs to which entry?
A: C37H40Cl2P2Tc


Q: Look up the DFT total energy of the second one.
A: -84798.5732 eV


Q: Number 1 is which compound?
A: C19H31ClO7S2